The following is a quantum chemistry calculation of a cluster of 5 separate species, C28H62N3O4 in total at a distorted geometry, from OMol25.

Output
HOMO: -10.878 eV
DFT total energy: -42694.361 eV
orbital gap: 7.315 eV
net charge: +1

The geometry in XYZ format:
```
97
Properties=species:S:1:pos:R:3:forces:R:3
C -0.279345 1.538240 1.845821 -0.13 1.13 -0.70
C 0.619924 1.301277 0.561174 0.39 -1.03 0.77
C 1.669270 2.442278 0.258560 -0.31 -0.34 -0.25
C 1.137572 3.920430 0.442509 0.87 0.98 -0.24
C 1.175987 4.802433 -0.889015 -0.02 -0.28 -0.04
C -0.249793 5.290915 -1.364340 0.10 -0.67 -0.25
C -1.274312 4.097719 -1.576566 0.54 0.07 0.15
C -0.753449 3.123639 -2.712147 -0.94 -0.50 0.87
C -1.616400 1.806512 -2.714752 1.71 -1.62 -0.77
C -0.917377 0.566437 -3.065992 -3.22 -0.15 0.73
C -1.650042 -0.742769 -3.065395 -0.33 2.20 0.20
C -0.832594 -2.020904 -3.402529 -0.18 0.54 0.40
C -0.957321 -2.515447 -4.902489 0.13 -1.27 -0.22
C 0.400470 -3.149469 -5.451595 0.17 -0.49 -0.27
N 1.218281 -3.755717 -4.368847 -0.26 0.67 0.06
C -3.084164 -0.694774 -2.717723 1.38 2.27 -0.06
C -3.705228 0.596848 -2.379201 0.53 -1.75 -0.42
N -5.101796 0.628479 -2.013056 1.82 0.72 -0.19
N -2.971190 1.791563 -2.365714 1.31 -2.11 -0.71
H -0.384117 0.654107 2.522057 0.06 0.73 -0.78
H -1.290032 1.891624 1.472235 0.87 -0.54 0.73
H 0.138690 2.400293 2.436548 -0.33 -1.05 -0.38
H -0.044589 1.043476 -0.318180 0.73 0.53 0.77
H 1.215140 0.355502 0.758085 -0.59 1.01 -0.40
H 2.027737 2.274887 -0.805787 -0.32 0.34 1.11
H 2.584555 2.286984 0.904059 -1.15 0.15 -0.58
H 1.837695 4.429501 1.170766 -0.96 -0.56 -0.62
H 0.104632 4.005640 0.870068 0.95 -0.39 -0.22
H 1.690381 4.169940 -1.676351 -0.62 0.91 0.64
H 1.807287 5.731926 -0.766176 -0.62 -1.08 -0.02
H -0.656242 5.996084 -0.585380 0.34 -0.57 -0.97
H -0.121188 5.799764 -2.367885 -0.29 -0.21 1.23
H -2.304570 4.501920 -1.802478 1.04 -0.26 -0.02
H -1.387102 3.509382 -0.612646 0.25 0.57 -1.04
H 0.300936 2.790036 -2.482325 -1.21 0.39 -0.21
H -0.731135 3.606685 -3.730820 -0.25 -0.48 1.01
H 0.167848 0.606973 -3.309733 -1.09 -0.01 0.26
H -1.175629 -2.869848 -2.746068 0.43 0.95 -0.47
H 0.243335 -1.786605 -3.142136 -1.18 -0.42 -0.37
H -1.689556 -3.380797 -4.895266 0.54 1.17 -0.08
H -1.343993 -1.742704 -5.622002 0.45 -0.65 0.81
H 1.033117 -2.352949 -5.928696 -0.61 -0.65 0.37
H 0.203129 -3.976278 -6.215003 -0.25 1.49 0.64
H 0.676249 -4.385686 -3.776336 0.34 -0.06 -0.43
H 2.051442 -4.212200 -4.746156 -0.62 0.04 0.24
H -3.695040 -1.627542 -2.688419 0.50 1.11 0.07
H -5.699969 0.738024 -2.834977 0.12 -0.09 0.40
H -5.247705 1.380506 -1.331795 -0.34 -0.36 -0.44
H -3.430303 2.666868 -2.096184 0.25 -0.45 -0.20
C 1.189316 3.261795 6.525608 -0.04 0.25 -0.19
C 0.755190 2.384157 5.362626 0.40 -0.24 0.60
C 0.197089 1.056013 5.850082 -0.20 -0.11 -0.16
O 1.871752 2.143870 4.505052 -0.07 0.07 -0.42
H 1.979153 2.778543 7.105826 -0.18 -0.08 0.06
H 1.598308 4.207189 6.160014 -0.10 -0.03 -0.04
H 0.352381 3.477484 7.191378 0.12 -0.04 0.04
H -0.001670 2.905662 4.770872 0.15 -0.04 -0.15
H 0.954583 0.496724 6.407114 -0.01 0.13 0.08
H -0.100177 0.431114 5.004351 -0.04 0.07 0.03
H -0.670801 1.205461 6.496130 0.05 -0.04 0.00
H 2.546742 1.683111 5.018577 -0.10 0.09 -0.01
C 2.441904 4.053616 11.627625 0.27 -0.07 0.03
C 1.964129 4.343184 10.213306 -0.50 -0.04 0.55
C 0.883028 5.412851 10.202920 -0.01 0.16 -0.23
O 1.453810 3.145036 9.628208 0.15 -0.09 -0.18
H 1.620099 3.682838 12.247753 -0.05 0.13 -0.04
H 3.209639 3.276849 11.621297 0.00 0.09 -0.04
H 2.855166 4.949375 12.096290 -0.03 -0.05 0.02
H 2.807976 4.667951 9.599996 -0.08 -0.19 -0.10
H 0.008502 5.087922 10.774950 0.11 -0.01 0.10
H 0.541787 5.603171 9.182616 0.09 0.02 0.03
H 1.249559 6.349224 10.629042 -0.06 -0.03 0.00
H 0.706779 2.848010 10.162612 0.12 0.06 0.00
C -1.246476 -4.306675 1.020194 -0.04 0.29 -0.05
C -1.686253 -5.187163 -0.139628 0.38 -0.37 0.59
C -2.254345 -6.508489 0.353439 -0.22 -0.10 -0.16
O -0.571777 -5.437822 -0.996110 -0.08 0.22 -0.38
H -0.459445 -4.794593 1.602478 -0.11 -0.09 0.00
H -0.830704 -3.365559 0.651485 -0.07 -0.03 0.00
H -2.083331 -4.082126 1.685226 0.06 -0.02 0.01
H -2.439171 -4.662711 -0.734141 0.15 -0.04 -0.14
H -1.501293 -7.070910 0.913259 -0.01 0.13 0.07
H -2.555806 -7.134367 -0.489205 -0.03 0.08 0.03
H -3.121215 -6.349773 0.998487 0.05 -0.04 0.00
H 0.100519 -5.901378 -0.481397 -0.09 0.05 -0.05
C 0.891250 -5.235161 -10.090492 -0.12 0.25 -0.07
C 1.462645 -5.258469 -8.681574 -0.02 -0.65 -0.40
C 2.664251 -6.185766 -8.587643 0.19 0.08 0.19
O 0.454809 -5.690426 -7.765876 -0.06 0.23 0.24
H 0.550023 -6.231030 -10.388525 0.14 -0.02 0.03
H 0.023036 -4.574269 -10.141293 0.09 0.02 0.01
H 1.634734 -4.891204 -10.812603 -0.05 -0.05 0.01
H 1.754880 -4.247311 -8.386903 -0.16 -0.05 0.15
H 2.382853 -7.213685 -8.834991 -0.03 0.07 -0.12
H 3.058007 -6.201474 -7.568749 0.00 0.06 -0.06
H 3.460554 -5.870187 -9.264985 -0.03 -0.05 0.02
H 0.188514 -6.583803 -8.016419 0.05 0.10 0.01
```
Forces are in eV/Å.

Results of the Löwdin charge analysis, in e, for atoms 1 through 5: C -0.11; C -0.25; C -0.20; C -0.19; C -0.20

=====

The following is a quantum chemistry calculation of the molecule C4H9NO2 at a distorted geometry, from OMol25.

Output
HOMO: -9.346 eV
energy relative to the best compared isomer or geometry (same formula, charge and spin): 185.5 kJ/mol
DFT total energy: -9878.138 eV
SMILES: N[C@@H](C=O)CCO
orbital gap: 10.154 eV

The geometry in XYZ format:
```
16
Properties=species:S:1:pos:R:3:forces:R:3
O 2.170861 -1.714102 0.389272 0.07 -0.01 -0.16
C 1.253891 -1.079986 0.835716 0.03 -0.37 0.08
C 0.462888 -0.051780 0.065556 0.07 0.76 -0.05
C -0.957824 0.117368 0.625486 0.95 0.14 0.07
C -1.835406 0.910338 -0.306940 1.13 0.25 -0.63
O -1.963479 0.276935 -1.582944 -0.48 -0.21 0.49
N 1.188132 1.235695 0.103201 -0.93 -0.22 -0.04
H 0.967148 -1.229413 1.898359 -0.08 0.14 0.06
H 0.419387 -0.334918 -0.978009 -0.02 -0.34 -0.19
H -1.357681 -0.873128 0.842215 -0.29 -0.03 0.28
H -0.812901 0.722780 1.526333 -0.39 -0.36 0.30
H -2.774745 1.171223 0.169672 -0.35 -0.04 -0.16
H -1.263352 1.813963 -0.534278 -0.38 0.20 0.16
H -2.332385 -0.597361 -1.410359 -0.06 0.01 -0.26
H 1.644993 1.424365 -0.771474 0.45 0.02 0.18
H 1.774502 1.352090 0.913352 0.26 0.06 -0.12
```
Forces are in eV/Å.

Results of the natural (NBO) charge analysis, in e, for atoms 1 through 5: O -0.50; C 0.43; C -0.17; C -0.43; C -0.07

=====

The following is a quantum chemistry calculation of the molecule C5H8O2 at a distorted geometry, from OMol25.

Output
HOMO: -9.431 eV
energy relative to the best compared isomer or geometry (same formula, charge and spin): 215.8 kJ/mol
DFT total energy: -9407.596 eV
SMILES: C=CCOCC=O
orbital gap: 10.301 eV

The geometry in XYZ format:
```
15
Properties=species:S:1:pos:R:3:forces:R:3
C 0.554118 0.943073 2.287284 0.02 -0.01 0.19
C 1.251322 0.346350 1.335402 0.77 0.25 0.20
O -0.577990 -2.229313 -0.871580 -0.16 0.34 -0.48
C -1.020503 -1.362008 -1.586185 -0.81 -0.86 0.44
C -1.188733 0.077351 -1.210034 -0.05 0.30 -0.27
O -0.513981 0.458867 -0.087818 -0.43 0.12 0.46
C 0.827054 0.113889 -0.049759 0.50 -0.65 -0.21
H -0.472174 1.263192 2.154067 0.11 -0.08 -0.13
H 0.999653 1.144396 3.250843 0.05 -0.10 0.07
H 2.279428 0.055929 1.452302 0.42 -0.02 0.61
H -1.442175 -1.603135 -2.572633 0.05 -0.13 -0.34
H 1.011462 -0.957034 -0.351715 -0.11 1.17 0.39
H -0.894063 0.682883 -2.075465 -0.11 0.09 -0.28
H -2.233155 0.294547 -0.963592 -0.19 -0.29 -0.57
H 1.419737 0.771012 -0.711116 -0.06 -0.12 -0.07
```
Forces are in eV/Å.

Results of the natural (NBO) charge analysis, in e, for atoms 1 through 5: C -0.39; C -0.19; O -0.51; C 0.41; C -0.17

=====

The following is a quantum chemistry calculation of a structure of composition C19H27N5O2PbS at a distorted geometry, from OMol25.

Output
HOMO (spin up / spin down): -18.245 / -18.245 eV
energy relative to the best compared isomer or geometry (same formula, charge and spin): 164.9 kJ/mol
DFT total energy: -47728.486 eV
orbital gap (spin up / spin down): 2.190 / 2.191 eV
net charge: +4

The geometry in XYZ format:
```
55
Properties=species:S:1:pos:R:3:forces:R:3
Pb -0.949426 2.565194 -0.689129 -1.00 0.29 0.03
C -4.554832 3.352025 1.063741 0.17 0.16 -0.11
C -3.370410 4.144549 1.565297 -0.40 -0.19 0.16
O -2.304672 4.195741 0.553096 0.17 -0.15 -0.19
H -5.288321 3.279646 1.866754 -0.04 0.00 -0.02
H -4.261510 2.344354 0.773244 0.00 -0.03 0.02
H -5.021161 3.846716 0.211967 -0.04 -0.02 0.02
H -2.944959 3.705144 2.466409 0.07 0.05 -0.04
H -3.678912 5.166290 1.776814 0.16 0.05 0.03
H -2.060167 5.118504 0.414398 0.02 0.01 0.01
N 4.257802 -2.935682 -2.226736 -0.90 0.96 0.61
C 5.263710 -3.817061 -1.930450 1.42 -2.27 -0.83
C 5.875701 -4.831991 -2.632193 -1.66 1.52 -0.17
C 6.877643 -5.599773 -1.966125 0.10 -0.05 0.71
C 7.120691 -5.479258 -0.582536 -0.33 0.72 0.97
C 6.478049 -4.491807 0.150224 1.55 -1.34 0.26
C 5.471737 -3.685940 -0.494894 -1.20 1.42 -0.65
N 4.608272 -2.832729 -0.010836 1.64 -1.16 1.36
C 3.895253 -2.338121 -1.062979 -0.82 0.33 -2.31
C 2.899740 -1.297230 -0.914386 -0.04 -0.04 -0.06
C 2.121094 -0.836734 -1.987662 0.07 -0.06 -0.11
C 1.216488 0.183347 -1.763353 0.03 0.00 -0.07
N 1.040174 0.761500 -0.565922 0.51 -0.45 0.09
C 1.776120 0.319051 0.459402 -0.20 0.22 0.01
C 2.705112 -0.703272 0.337684 0.28 -0.26 0.16
H 3.903013 -2.750219 -3.159261 -0.05 0.05 0.10
H 5.568338 -5.102869 -3.638488 0.24 0.15 -0.05
H 7.483294 -6.290478 -2.546873 -0.01 -0.02 -0.06
H 7.872362 -6.104765 -0.114328 0.01 0.10 -0.02
H 6.798899 -4.246262 1.159738 -0.19 -0.15 0.04
H 2.195726 -1.251604 -2.984126 -0.02 0.04 -0.01
H 0.620751 0.555459 -2.590116 -0.01 -0.03 0.03
H 1.625301 0.797891 1.418720 -0.03 -0.04 0.01
H 3.272404 -1.031349 1.198855 -0.04 0.04 0.02
C -3.825000 -0.502129 3.015229 0.20 -0.26 0.39
N -4.356361 -0.499484 1.670013 0.26 0.36 -0.35
C -5.694453 -1.014253 1.364181 -0.35 -0.33 0.12
C -5.856834 -0.721331 -0.133690 -0.33 0.09 -0.07
N -4.524275 -0.223849 -0.489742 0.05 0.02 -0.19
C -3.729177 -0.115673 0.567526 -0.46 -0.10 0.37
S -2.059969 0.332635 0.561917 0.62 0.14 -0.19
H -4.632171 -0.328486 3.723964 -0.04 0.09 -0.08
H -3.068731 0.269390 3.129321 -0.06 0.06 -0.04
H -3.371155 -1.465373 3.261352 -0.06 0.00 -0.08
H -6.449155 -0.525178 1.979316 0.09 0.12 -0.03
H -5.744063 -2.081407 1.592169 0.10 0.03 -0.04
H -6.613184 0.037970 -0.334085 0.07 0.04 0.06
H -6.121069 -1.601277 -0.716426 0.13 -0.05 0.04
H -4.253431 -0.028439 -1.435632 0.17 0.02 0.00
C 0.440742 5.955045 -0.271891 0.02 0.17 0.01
O 0.663668 4.515863 -0.314741 0.15 -0.14 0.19
H 1.329940 6.475470 -0.620434 -0.01 -0.04 -0.05
H 0.211378 6.278186 0.742784 -0.03 -0.06 0.00
H -0.377193 6.186632 -0.950386 -0.01 -0.06 -0.01
H 1.517189 4.347418 0.103304 0.01 0.06 -0.03
```
Forces are in eV/Å.

Results of the natural (NBO) charge analysis, in e, for atoms 1 through 5: Pb 1.53; C -0.64; C -0.06; O -0.82; H 0.26